No. 1
Formula: C26H22CrN4O5
Source: the OMol25 dataset
Level of theory: the ωB97M-V functional and the def2-TZVPD basis

## Properties
**Gap between HOMO and LUMO (spin up / spin down)**: 7.253 / 7.404 eV
**Highest occupied orbital energy (spin up / spin down)**: -4.40 / -4.51 eV
**Multiplicity**: 2
**Charge**: -1
**ΔE to the lowest compared entry with this formula, charge and spin**: 17.80 kJ/mol

Structure (XYZ):
```
58
Properties=species:S:1:pos:R:3:forces:R:3
Cr -0.4466 0.7879 -0.0617 -0.0590 -0.1303 1.1875
O 3.3170 0.6223 -3.9608 -0.0418 0.0635 0.0503
C 2.1676 0.4470 -4.6397 0.0438 0.0909 0.0142
C 2.2493 0.2005 -6.0107 -0.0236 0.0081 -0.0189
C 1.0999 0.0520 -6.7654 -0.0209 -0.0030 0.0111
C -0.1559 0.1409 -6.1705 0.0969 0.0039 0.0440
C -0.2351 0.3588 -4.8056 -0.0520 -0.0888 -0.0802
C 0.9072 0.5057 -4.0248 -0.0185 -0.0048 0.0590
C 0.7393 0.6911 -2.5567 0.0411 0.0654 -0.2266
O -0.3893 0.4094 -2.0464 0.0752 -0.0069 0.2309
N 1.7869 1.1402 -1.8921 -0.2313 -0.1290 0.3839
N 1.4672 1.2124 -0.5287 0.0032 -0.1910 -0.7527
C 2.4456 1.2294 0.2891 0.2235 0.1571 0.0787
C 2.2932 1.2841 1.7245 0.1630 -0.0693 -0.1491
C 3.4478 1.2028 2.5166 -0.0209 -0.0002 -0.0235
C 3.3875 1.2553 3.8893 -0.1593 0.0238 0.0544
C 2.1327 1.4130 4.4958 0.1587 -0.0030 0.0465
C 0.9887 1.5122 3.7415 -0.0452 -0.0153 -0.0828
C 1.0300 1.4311 2.3329 -0.1720 0.1174 0.1071
O -0.0930 1.5206 1.6633 0.0052 -0.1231 -0.3486
H 3.0629 0.8931 -3.0370 -0.0142 -0.0988 -0.0525
H 3.2320 0.1439 -6.4615 -0.0051 -0.0004 0.0018
H 1.1838 -0.1320 -7.8303 0.0021 0.0057 0.0043
H -1.0557 0.0321 -6.7614 0.0002 -0.0017 -0.0038
H -1.1922 0.4084 -4.3028 0.0154 -0.0043 0.0080
H 3.4523 1.1935 -0.1265 0.0046 0.0498 0.0398
H 4.4048 1.0895 2.0177 -0.0073 -0.0020 -0.0019
H 4.2867 1.1752 4.4850 -0.0047 0.0054 0.0211
H 2.0604 1.4554 5.5766 0.0060 -0.0029 -0.0002
H 0.0148 1.6278 4.2001 0.0099 0.0016 0.0104
C -3.3517 3.6455 -1.3806 -0.0917 0.0511 -0.0095
C -2.8164 2.4089 -0.6977 0.1040 -0.0088 0.2096
O -1.5495 2.3156 -0.6704 0.0252 0.1014 -0.2286
C -3.7141 1.5202 -0.1233 0.0490 -0.0948 -0.0585
C -3.3504 0.3588 0.6071 -0.1011 0.0919 -0.0713
C -4.4198 -0.3593 1.3781 -0.0379 -0.0297 0.0229
N -2.1239 -0.0812 0.6313 0.0169 -0.0896 -0.1295
N -1.8748 -1.2124 1.4317 -0.1384 0.3756 -0.2357
C -0.6443 -1.5673 1.2656 0.3752 -0.2528 -0.0481
O 0.1942 -0.9935 0.4479 -0.1394 0.0432 -0.0233
C -0.1237 -2.7230 2.0562 -0.0672 0.1553 -0.0422
C 1.1924 -3.1273 1.8742 0.0912 -0.0900 0.0449
C 1.7135 -4.1773 2.6213 -0.0314 0.0517 -0.0377
C 0.9228 -4.8267 3.5575 -0.0365 0.0133 -0.0046
C -0.3948 -4.4210 3.7445 0.0099 0.0292 -0.0261
C -0.9147 -3.3740 3.0000 -0.0220 -0.0514 0.0108
H -2.5466 4.1304 -1.9275 0.0004 -0.0058 -0.0090
H -3.7524 4.3462 -0.6451 0.0106 -0.0063 0.0028
H -4.1567 3.3840 -2.0691 -0.0043 0.0280 0.0142
H -4.7662 1.7619 -0.1846 -0.0062 0.0006 0.0037
H -5.3988 0.0501 1.1351 -0.0044 -0.0131 0.0188
H -4.2375 -0.2489 2.4483 0.0101 0.0039 0.0001
H -4.3931 -1.4275 1.1693 -0.0028 -0.0013 -0.0191
H 1.7955 -2.6006 1.1471 0.0000 -0.0070 0.0005
H 2.7418 -4.4838 2.4735 0.0029 -0.0011 -0.0002
H 1.3293 -5.6425 4.1430 -0.0006 0.0001 0.0005
H -1.0155 -4.9192 4.4795 -0.0016 -0.0056 -0.0031
H -1.9347 -3.0400 3.1372 0.0169 -0.0058 0.0055
```
Positions in Å, forces in eV/Å.


No. 2
Formula: C26H22F2NO3
Source: the OMol25 dataset
Level of theory: the ωB97M-V functional and the def2-TZVPD basis

## Properties
**Gap between HOMO and LUMO**: 6.115 eV
**Highest occupied orbital energy**: -11.33 eV
**Charge**: +1

Structure (XYZ):
```
54
Properties=species:S:1:pos:R:3:forces:R:3
O 2.1825 -1.5933 0.1300 -2.5991 3.9345 -0.9510
C 1.5532 -0.5422 -0.1341 1.5722 -1.6951 -0.3038
C -0.0263 -0.3334 0.2580 0.7845 1.2141 -1.1559
C -0.7113 0.2327 -1.1129 -1.0838 0.1828 -2.0412
C -0.8092 -0.7851 -2.2727 -0.6805 3.3905 0.7578
N -1.3597 -0.3983 -3.5643 0.4828 2.3578 3.0549
C -1.8286 0.9328 -3.8396 0.7653 0.8414 2.9475
C -1.8037 2.0516 -2.7363 1.6553 -3.7001 1.0415
C -1.2242 1.7058 -1.3269 -0.3962 -2.6829 -2.6608
C -1.1320 2.8266 -0.1840 2.7498 3.3074 1.7747
O -0.0951 3.5572 0.0209 -4.9175 -3.9805 -1.6507
O -2.2849 3.0441 0.6200 1.9753 -0.3015 -2.3937
C 2.2123 0.7134 -0.9412 1.1617 2.6132 -0.7437
C 2.6962 1.9292 -0.0596 -0.0388 0.0011 -3.2133
C 3.2920 3.1935 -0.7272 -1.2426 -3.2378 -1.9115
C 3.4178 3.2214 -2.2810 -1.2023 -2.4630 0.7233
C 2.9483 2.0320 -3.2007 -0.4478 -0.2626 4.6184
C 2.3366 0.7631 -2.4908 1.0237 2.7930 1.4492
H -0.0168 0.4967 1.0666 -0.2798 -1.3936 -1.2994
H -0.5090 -1.2969 0.6349 0.6920 1.4016 -0.6228
H -0.4168 -1.8530 -2.1146 -0.8674 1.7878 -0.5431
H -1.3686 -1.1264 -4.2967 -0.1225 0.7058 0.4419
H -2.2147 1.1569 -4.8951 0.6664 -0.5247 1.8563
H -2.1531 3.1159 -2.9316 0.4453 -1.7865 0.0063
H -2.2160 3.9902 0.9048 0.1877 -0.9556 0.0419
H 2.5643 1.8720 1.0971 0.3782 0.1441 -2.3592
H 3.6118 4.0650 -0.0433 -0.5180 -1.5620 -1.4937
H 3.8611 4.1340 -2.8281 -0.7919 -1.5907 1.1965
H 3.0448 2.0801 -4.3465 -0.1399 -0.0752 2.1622
H 1.9700 -0.1037 -3.1564 0.7228 1.4441 1.3403
F -1.0525 -5.0266 -3.8189 0.0692 0.1105 -0.1846
C -1.4779 -5.1408 -2.5501 -0.3069 -0.1323 0.7623
C -2.6126 -5.8881 -2.2762 -0.0716 -0.0669 -0.1502
C -3.0494 -6.0097 -0.9607 0.2959 0.2325 0.0177
C -2.3525 -5.3734 0.0647 -0.0445 -0.0037 0.0379
C -1.2173 -4.6214 -0.2227 -0.2400 -0.0924 -0.0961
C -0.7739 -4.5089 -1.5370 0.0454 0.2043 -0.1177
H -3.1465 -6.3691 -3.0875 0.0800 0.0164 0.0278
H -3.9317 -6.5986 -0.7343 0.0981 0.0637 -0.0647
H -2.6966 -5.4654 1.0899 0.0586 0.0018 -0.1239
H -0.6776 -4.1230 0.5763 0.0172 -0.0998 -0.0890
H 0.1143 -3.9346 -1.7781 0.0979 -0.1672 0.0049
F 2.8618 2.3227 3.5442 0.0964 0.0028 -0.0835
C 1.7420 2.1617 4.2728 -0.5003 -0.0921 0.4367
C 0.5167 2.1743 3.6317 -0.1285 -0.0687 -0.1852
C -0.6455 2.0006 4.3780 0.2151 -0.0261 0.2561
C -0.5651 1.8281 5.7579 -0.0921 -0.0032 -0.0363
C 0.6745 1.8230 6.3913 -0.0972 0.0267 -0.3103
C 1.8361 1.9849 5.6437 0.2050 0.0170 0.0335
H 0.4708 2.3179 2.5574 0.0676 0.0981 0.0332
H -1.6123 2.0004 3.8852 0.0985 0.0203 0.0296
H -1.4720 1.6974 6.3397 0.1140 0.0204 -0.0671
H 0.7357 1.6925 7.4664 0.0299 0.0060 -0.1329
H 2.8105 1.9742 6.1179 -0.0423 0.0243 -0.0669
```
Positions in Å, forces in eV/Å.


No. 3
Formula: C26H22F3O12P2SbV
Source: the OMol25 dataset
Level of theory: the ωB97M-V functional and the def2-TZVPD basis

## Properties
**Gap between HOMO and LUMO (spin up / spin down)**: 6.118 / 7.813 eV
**Highest occupied orbital energy (spin up / spin down)**: -1.99 / -3.68 eV
**Multiplicity**: 4
**Charge**: -2
**ΔE to the lowest compared entry with this formula, charge and spin**: 10.32 kJ/mol

Structure (XYZ):
```
67
Properties=species:S:1:pos:R:3:forces:R:3
V 0.9609 -1.8708 -0.2543 0.1597 -1.1319 -0.0459
O 0.4569 -1.4306 3.5583 0.1563 0.0108 0.0513
C 1.1061 -1.8346 2.5977 0.0472 0.1496 -0.2418
O 0.7207 -2.6344 1.6759 -0.8582 0.1295 -0.1085
C 2.6018 -1.4723 2.4382 0.0396 0.2763 0.0287
C 3.2928 -2.6652 1.7597 0.0066 -0.1490 0.0029
C 4.7991 -2.6613 2.0050 0.0232 0.0549 -0.0677
C 5.2505 -1.4815 1.1126 -0.0083 -0.0915 0.0139
C 3.9280 -1.0613 0.4756 0.0254 0.0319 -0.1296
O 3.1937 -2.2991 0.3572 0.1177 -0.0443 0.0664
C 3.0018 -0.3179 1.4447 0.1297 0.2188 0.2089
C 1.9514 0.3619 0.5463 0.0193 0.1465 0.1940
O 2.3704 1.1717 -0.2887 0.1824 0.2399 -0.0516
O 0.7371 0.0172 0.7021 -0.3667 -0.0639 -0.2408
H 3.0004 -1.2475 3.4299 0.0400 -0.0672 -0.0311
H 2.7860 -3.6115 1.9103 0.0501 0.0108 -0.0319
H 5.2452 -3.5994 1.6758 -0.0248 -0.0055 -0.0130
H 5.0314 -2.5168 3.0610 -0.0182 -0.0031 0.0073
H 5.9526 -1.8100 0.3468 -0.0092 0.0097 -0.0114
H 5.7082 -0.6639 1.6714 -0.0375 0.0192 -0.0061
H 4.0124 -0.5917 -0.4994 0.0409 -0.0556 0.0398
H 3.5048 0.4962 1.9713 0.0738 -0.0358 -0.0331
O 1.4500 -4.2184 -3.7318 -0.1666 -0.1531 -0.1432
P 2.0929 -4.0053 -2.2792 0.0239 0.2749 0.2603
O 3.0701 -5.0667 -1.9883 0.1321 0.0558 -0.0542
O 1.0085 -3.7209 -1.2542 -0.2166 0.1297 0.0532
O 2.8247 -2.5361 -2.4785 0.3281 0.0220 -0.1772
P 2.0523 -1.2548 -3.1044 -0.1338 -0.2345 0.2909
O 3.0770 -0.0568 -2.8619 0.2724 0.0025 -0.1728
O 1.7992 -1.5189 -4.5409 -0.0477 0.1305 -0.0901
O 0.8773 -0.9930 -2.1778 -0.0485 0.0295 0.1848
H 1.3991 -3.3858 -4.2430 0.0464 0.1013 0.0502
H 2.8416 0.4397 -2.0538 -0.1393 0.0434 0.0414
F -5.7394 5.0792 -3.4835 0.0191 -0.0043 0.0075
C -4.7639 4.3267 -2.9007 -0.0275 0.0433 -0.0192
C -4.9601 2.9710 -2.7617 0.0366 0.0150 0.0201
C -3.9573 2.2193 -2.1581 -0.0812 -0.0478 0.0458
C -2.7735 2.7920 -1.6926 -0.2259 -0.0190 -0.0265
C -2.6203 4.1642 -1.8911 0.0306 0.1104 -0.0071
C -3.6068 4.9465 -2.4795 -0.0600 -0.0417 -0.0157
Sb -1.1004 1.5944 -0.9485 0.5514 -0.0504 -0.0907
C -2.2949 -0.1316 -0.5506 -0.1881 -0.1738 0.0877
C -1.9615 -1.3685 -1.1013 0.0426 0.0001 -0.1638
C -2.6830 -2.5206 -0.8029 -0.0299 0.0487 0.0328
C -3.7651 -2.4040 0.0398 -0.0232 -0.0554 0.0411
F -4.4913 -3.5115 0.3410 0.0075 0.0294 -0.0089
C -4.1481 -1.1987 0.5971 0.0465 -0.0598 -0.0590
C -3.4010 -0.0694 0.2979 0.0008 0.0666 0.0712
C -1.2056 2.3272 1.0680 -0.0689 0.2011 0.2107
C -1.0989 3.6913 1.3236 -0.0377 0.0899 -0.0115
C -1.0614 4.1982 2.6183 -0.0096 -0.0941 0.0665
C -1.1149 3.3013 3.6639 -0.0007 0.0110 0.0171
F -1.0726 3.7832 4.9387 0.0056 0.0057 -0.0219
C -1.1938 1.9388 3.4668 0.0064 0.0853 0.0215
C -1.2420 1.4635 2.1642 0.0617 -0.1173 -0.0322
H -5.8751 2.5154 -3.1172 -0.0097 0.0087 -0.0051
H -4.1192 1.1536 -2.0474 0.0235 -0.0113 0.0075
H -1.7049 4.6674 -1.5987 0.0522 -0.0702 0.0285
H -3.4817 6.0119 -2.6227 -0.0008 0.0058 -0.0008
H -1.1396 -1.4457 -1.8083 0.0473 0.0120 0.0459
H -2.3951 -3.4793 -1.2127 0.0047 -0.0137 0.0131
H -5.0007 -1.1606 1.2624 -0.0013 0.0016 0.0050
H -3.6822 0.8737 0.7547 0.0131 -0.0014 -0.0302
H -1.0327 4.4040 0.5097 -0.0149 -0.0302 -0.0482
H -0.9781 5.2585 2.8180 -0.0034 0.0088 -0.0097
H -1.1812 1.2578 4.3072 -0.0061 -0.0220 -0.0096
H -1.2588 0.3907 2.0229 0.0003 0.0167 -0.0058
```
Positions in Å, forces in eV/Å.


No. 4
Formula: C26H22FO8S2
Source: the OMol25 dataset
Level of theory: the ωB97M-V functional and the def2-TZVPD basis

## Properties
**Gap between HOMO and LUMO**: 6.621 eV
**Highest occupied orbital energy**: -4.72 eV
**Charge**: -1

Structure (XYZ):
```
59
Properties=species:S:1:pos:R:3:forces:R:3
C -1.9831 -0.8290 1.6908 0.0530 -0.0982 -0.0933
C -2.0096 0.4413 2.5330 -0.0095 1.1837 0.3641
C -3.0916 0.3289 3.5951 0.2941 0.2164 -0.0500
O -0.7551 0.6578 3.2128 -0.2366 -0.9124 -0.0828
C 0.3073 1.1646 2.5067 -0.3742 2.1200 -0.6979
O 1.4490 0.9863 2.8664 -0.6542 -0.2112 0.2428
C -0.0464 1.9394 1.2800 -1.7151 -1.0339 0.7499
C 0.9286 2.7060 0.6797 1.6605 -0.5749 0.6902
C 1.5120 2.4020 -0.6061 -0.0346 0.4930 -1.5998
C 0.7827 1.6182 -1.5417 0.5134 0.5617 -0.1692
C 1.0820 1.6942 -2.8982 0.3569 -0.3156 0.4030
C 2.2416 2.3491 -3.3247 0.1038 0.2608 0.3633
C 3.1220 2.8990 -2.3768 -0.1886 -0.4867 -0.0032
C 2.7744 2.9160 -1.0207 -0.9847 0.1524 -0.0604
C -1.4354 1.8294 0.7571 1.3871 -1.4061 -0.9773
O -1.7902 1.7843 -0.4021 -0.5656 0.5150 1.1685
O -2.3478 1.6404 1.7812 0.0066 -1.1123 0.1420
H -1.1174 -0.8978 1.0234 -0.1773 0.1358 0.0848
H -1.9734 -1.6897 2.3703 0.1893 0.2032 -0.1044
H -2.9088 -0.8981 1.1117 0.1912 0.1461 -0.0517
H -3.0522 1.2206 4.2297 -0.0809 -0.2435 -0.0792
H -4.0589 0.2675 3.0895 0.0975 0.0314 0.1208
H -2.9299 -0.5779 4.1842 -0.0213 0.2111 0.0278
H 1.3780 3.5043 1.2990 0.8879 -1.5698 0.2143
H -0.0639 1.0406 -1.2050 -0.0171 0.2913 -0.0950
H 0.4073 1.2149 -3.6072 0.2578 0.0967 0.0802
H 2.4582 2.4348 -4.3897 0.0330 -0.0640 0.2543
H 4.0685 3.3316 -2.7054 -0.2380 -0.0919 0.1144
H 3.4166 3.3884 -0.2771 -0.1706 0.0268 -0.2006
F 1.7849 5.7621 0.9425 0.6022 0.5146 -0.2818
C 0.5706 5.1773 1.0565 -2.1207 0.3861 -0.0465
S -0.2539 5.8658 2.6024 0.2448 0.3598 -0.0476
C -1.9599 6.5255 2.4840 -0.2741 -0.5066 0.0316
C -2.9955 5.5959 2.3923 -0.0958 0.2073 0.1995
C -4.3200 6.0327 2.4064 0.1730 0.1672 0.1171
C -4.6081 7.4028 2.5004 0.2827 -0.1180 0.0328
C -3.5603 8.3309 2.5813 -0.0479 -0.3544 0.0852
C -2.2289 7.8958 2.5825 0.0227 -0.2984 -0.0210
O -0.2945 4.6995 3.4726 -0.2398 0.7884 -0.3192
O 0.4790 7.0631 2.9740 0.3970 -0.4352 0.1871
S -0.4721 5.3856 -0.3909 -0.0156 1.1250 -0.6993
C 0.3479 6.3995 -1.6182 0.3513 0.0856 -0.4969
C -0.3577 7.4587 -2.1944 0.4051 -0.0085 0.1598
C 0.2413 8.1954 -3.2211 0.0435 -0.2033 -0.0675
C 1.4929 7.8295 -3.7304 -0.1437 -0.1249 0.2881
C 2.1534 6.7180 -3.1923 -0.1851 0.1059 0.0245
C 1.5824 6.0082 -2.1383 -0.0871 0.0177 0.0341
O -0.6544 4.1205 -1.0561 -0.0407 0.2996 0.1928
O -1.6486 6.1579 -0.0322 -0.1965 -0.4867 -0.2169
H -2.7569 4.5334 2.3226 -0.0995 0.2573 0.0349
H -5.1154 5.2858 2.3735 0.1460 0.3090 -0.0680
H -5.6478 7.7444 2.5372 0.3938 -0.1247 -0.0642
H -3.7787 9.3992 2.6788 0.0860 -0.4038 -0.0701
H -1.4171 8.6156 2.6798 -0.1243 -0.3098 -0.0788
H -1.3645 7.6767 -1.8444 0.2857 0.0819 0.0428
H -0.2911 9.0505 -3.6368 0.1201 -0.2166 0.0216
H 1.9390 8.3981 -4.5514 -0.1428 -0.1974 0.3043
H 3.1078 6.3816 -3.5963 -0.1916 0.1484 0.0505
H 2.0673 5.1115 -1.7505 -0.1128 0.4097 -0.0846
```
Positions in Å, forces in eV/Å.


Q: charge of number 2 (C26H22F2NO3)?
A: +1


Q: Number 3 is which compound?
A: C26H22F3O12P2SbV


Q: What is the charge in the fourth record?
A: -1